Density functional theory data (ωB97M-V with the def2-TZVPD basis set) for a molecular structure, C46H44BF3IN5O9PReS2.

```
113
Properties=species:S:1:pos:R:3:forces:R:3
Re 0.342 1.493 -0.516 0.0797 0.3340 0.0312
I 1.211 3.228 1.374 -0.0406 0.0903 -0.0864
C 3.040 2.580 2.161 -0.0454 -0.0347 0.0200
C 3.188 3.022 3.448 0.0268 -0.0350 0.0233
C 4.410 2.890 4.131 -0.0008 0.0005 0.0072
C 5.465 2.341 3.476 -0.0056 -0.0061 -0.0014
C 5.337 1.865 2.147 -0.0107 -0.0033 0.0101
C 6.487 1.327 1.529 0.0044 0.0032 -0.0062
C 6.427 0.849 0.259 0.0124 -0.0181 -0.0013
C 5.194 0.850 -0.407 -0.0090 0.0214 -0.0080
C 4.032 1.353 0.132 -0.0485 0.0868 0.0309
P 2.561 0.993 -0.967 0.1481 0.0553 -0.0285
C 3.141 1.701 -2.561 0.0373 0.0218 0.0374
C 2.717 3.004 -2.823 0.0282 0.0322 0.0051
C 3.123 3.672 -3.968 0.0027 0.0063 -0.0071
C 3.955 3.044 -4.881 0.0006 -0.0069 0.0033
C 4.396 1.753 -4.628 -0.0034 -0.0025 0.0127
C 4.002 1.091 -3.475 0.0005 -0.0070 -0.0355
C 2.842 -0.829 -1.091 0.0323 0.0269 0.0770
C 2.798 -1.562 -2.274 -0.0774 -0.0015 -0.0546
C 2.947 -2.944 -2.261 0.0157 -0.0139 0.0185
C 3.118 -3.620 -1.062 -0.0073 0.0289 -0.0162
C 3.151 -2.903 0.127 -0.0080 -0.0148 -0.0092
C 3.025 -1.523 0.110 0.0581 -0.0089 -0.0128
C 4.091 1.933 1.445 -0.0335 -0.0518 -0.0147
H 2.361 3.509 3.949 -0.0028 0.0070 -0.0091
H 4.503 3.251 5.146 -0.0017 -0.0041 0.0003
H 6.432 2.256 3.955 0.0014 -0.0014 -0.0033
H 7.414 1.312 2.089 -0.0040 -0.0013 0.0051
H 7.303 0.444 -0.230 -0.0036 0.0033 -0.0051
H 5.166 0.396 -1.386 0.0083 0.0021 -0.0201
H 2.066 3.510 -2.125 -0.0026 -0.0014 0.0124
H 2.785 4.686 -4.143 -0.0033 -0.0029 0.0003
H 4.266 3.558 -5.781 0.0004 -0.0004 -0.0004
H 5.055 1.257 -5.329 0.0029 -0.0003 0.0020
H 4.382 0.094 -3.303 -0.0003 0.0003 -0.0042
H 2.630 -1.064 -3.220 -0.0199 -0.0008 0.0151
H 2.939 -3.492 -3.195 0.0016 0.0021 -0.0022
H 3.239 -4.695 -1.056 0.0031 -0.0019 0.0035
H 3.291 -3.417 1.070 0.0039 0.0042 -0.0053
H 3.091 -0.978 1.043 -0.0029 0.0048 -0.0039
N -1.599 1.345 2.359 -0.0568 0.0264 0.0008
C -0.877 0.237 2.373 0.0924 0.0206 0.0916
N -1.017 -0.597 3.404 0.0328 0.0752 0.0479
S 0.324 -0.188 1.198 -0.1389 -0.0923 -0.3037
H -2.273 1.541 3.082 0.0065 -0.0012 -0.0072
H -1.502 2.019 1.611 0.0554 -0.0244 0.0108
H -1.571 -0.360 4.210 -0.0405 -0.0353 -0.0210
H -0.502 -1.461 3.417 0.0169 -0.0111 -0.0186
F -0.039 6.092 -2.777 0.0109 -0.0023 -0.0071
C -0.261 5.997 -1.467 -0.0186 -0.0019 -0.0156
F 0.907 6.086 -0.829 0.0079 -0.0026 0.0170
F -1.042 6.997 -1.082 -0.0028 -0.0006 -0.0056
S -1.067 4.391 -1.084 0.0104 0.1003 0.0919
O -2.260 4.357 -1.877 0.0158 -0.0131 -0.0174
O -1.233 4.374 0.355 -0.0086 0.0027 -0.0304
O 0.003 3.456 -1.541 -0.0526 -0.4261 -0.0194
C -0.484 -2.850 -3.794 0.0148 -0.0157 -0.0051
C -0.480 -1.382 -3.553 -0.0486 -0.0037 -0.0120
C -0.894 -0.321 -4.330 -0.0079 -0.0066 0.0149
C -0.696 0.837 -3.567 0.0782 0.0044 -0.0518
N -0.172 0.501 -2.379 -0.0319 -0.0792 0.2007
N -0.040 -0.846 -2.410 -0.1094 -0.0078 0.0553
C -0.981 2.225 -4.023 0.0092 0.0241 0.0187
H -0.763 -3.057 -4.825 0.0036 0.0007 -0.0013
H -1.196 -3.346 -3.134 -0.0075 0.0078 0.0016
H 0.500 -3.281 -3.605 -0.0031 0.0057 -0.0041
H -1.288 -0.364 -5.331 -0.0004 -0.0044 -0.0012
H 0.288 -1.331 -1.589 0.0011 0.0109 -0.0011
H -1.403 2.180 -5.026 0.0144 0.0023 -0.0081
H -0.069 2.821 -4.056 -0.0060 0.0011 0.0190
H -1.686 2.742 -3.376 -0.0031 -0.0119 -0.0015
C -1.626 -4.127 5.414 -0.0311 -0.0018 0.0068
C -2.191 -5.085 4.355 0.0052 -0.0097 -0.0077
C -3.684 -5.319 4.626 -0.0038 -0.0148 -0.0098
C -1.464 -6.424 4.476 -0.0039 -0.0002 -0.0007
C -2.008 -4.449 2.976 0.0267 0.0125 0.0089
C -1.151 -4.984 2.014 -0.0185 -0.0354 -0.0018
C -0.955 -4.395 0.762 -0.0128 0.0329 -0.0022
C -1.638 -3.232 0.519 -0.0296 0.0257 -0.0193
O -1.622 -2.428 -0.611 -0.0171 -0.0412 0.0061
B -2.423 -1.360 -0.267 0.0005 0.0234 -0.0370
O -2.994 -1.481 0.984 0.0408 -0.0077 0.0153
C -2.476 -2.675 1.468 -0.0231 -0.0288 -0.0040
C -2.698 -3.262 2.686 0.0117 0.0312 -0.0067
H -1.756 -4.543 6.414 0.0112 -0.0124 -0.0036
H -2.142 -3.164 5.391 0.0074 0.0087 0.0037
H -0.558 -3.956 5.254 -0.0058 0.0038 0.0017
H -3.813 -5.819 5.588 -0.0011 0.0107 0.0036
H -4.126 -5.949 3.853 0.0031 -0.0070 0.0050
H -4.246 -4.385 4.664 -0.0005 -0.0003 -0.0115
H -1.658 -6.852 5.460 0.0048 0.0044 0.0018
H -0.383 -6.312 4.376 -0.0002 -0.0007 -0.0081
H -1.811 -7.139 3.729 -0.0046 -0.0041 0.0070
H -0.618 -5.898 2.228 0.0037 0.0005 -0.0006
H -0.292 -4.828 0.026 0.0007 -0.0094 0.0057
H -3.382 -2.810 3.391 0.0124 0.0080 0.0249
O -2.687 -0.326 -1.133 0.0779 -0.0215 0.0477
C -2.867 0.964 -0.792 -0.1057 0.1262 -0.0327
O -1.936 1.667 -0.443 0.0539 -0.1455 -0.0095
C -4.235 1.485 -0.911 0.0349 0.0088 0.0067
C -5.255 0.724 -1.481 -0.0103 -0.0166 0.0077
C -6.532 1.250 -1.585 0.0071 0.0128 -0.0104
C -6.798 2.526 -1.112 -0.0007 0.0040 -0.0170
C -5.770 3.251 -0.533 0.0339 0.0273 -0.0486
C -4.487 2.767 -0.428 0.0017 -0.0148 -0.0027
N -6.059 4.598 0.003 -0.1154 -0.1004 0.1887
O -7.121 5.097 -0.302 0.0310 0.0356 -0.0592
O -5.233 5.087 0.741 0.0530 0.0424 -0.0776
H -5.042 -0.268 -1.853 -0.0045 -0.0029 0.0005
H -7.324 0.668 -2.036 -0.0004 -0.0002 0.0011
H -7.782 2.966 -1.181 0.0009 -0.0030 -0.0006
H -3.705 3.374 0.005 -0.0045 0.0052 0.0106
```
Forces are in eV/Å.

Kohn-Sham gap (alpha / beta), eV: 7.2 / 6.9
ΔE to the lowest compared entry with this formula, charge and spin, eV: 0.000
LUMO level (alpha / beta), Eh: -0.1069 / -0.1070
Total energy, eV: -124312.261
Expectation value of S²: 0.755
2S+1: 2
Total charge: +1
HOMO (alpha / beta), eV: -10.08 / -9.84